Record 1
{"formula": "C6H14N2O2", "method": "ωB97M-V/def2-TZVPD", "gap_ha": 0.3760, "smiles": "CNC(C)=O.CNC(C)=O", "elements": ["O", "O", "N", "N", "C", "C", "C", "C", "C", "C", "H", "H", "H", "H", "H", "H", "H", "H", "H", "H", "H", "H", "H", "H"], "coordinates": [[-1.18715, 1.63964, -0.52625], [1.41339, -2.46443, -1.88892], [-0.09069, -1.88387, -0.26897], [-0.05230, 2.30394, 1.30450], [1.15388, -1.87943, -0.86444], [-1.17171, -2.55792, -0.99924], [2.23491, -1.19143, -0.05389], [-2.29897, 1.43488, 1.62749], [-1.14060, 1.74622, 0.67818], [1.15101, 2.64657, 0.55072], [-2.46458, 2.31291, 2.23828], [-3.12477, 1.22067, 0.94566], [0.93771, 2.85377, -0.48879], [1.86651, 1.82764, 0.45548], [0.12939, 2.18874, 2.28675], [-0.43685, -1.02827, 0.15475], [-2.13605, 0.47415, 2.11381], [2.91857, -0.66499, -0.72010], [1.56657, 3.51237, 1.05462], [1.90160, -0.42149, 0.64380], [-0.98173, -2.75343, -2.05305], [2.76413, -1.96934, 0.49404], [-1.41864, -3.49384, -0.50730], [-2.01526, -1.86673, -1.05430]], "atomic_forces_ev_per_a": [[-0.15, -0.40, -0.33], [-0.04, -0.29, -0.09], [-0.64, -0.18, -1.05], [0.64, -0.34, -0.78], [0.14, 0.64, 0.77], [-0.40, 0.48, -0.14], [0.12, 0.57, -0.23], [0.21, -0.57, -1.82], [0.29, 0.63, 1.19], [-0.16, -0.16, -0.03], [-0.24, -0.30, 0.48], [-0.25, 0.41, 0.28], [-0.53, 0.45, -0.02], [0.13, -0.05, 0.56], [-0.59, -0.09, 0.11], [0.74, -0.18, 0.07], [0.21, 0.32, 0.66], [0.12, -0.38, -0.13], [0.46, 0.04, -0.25], [-0.40, -0.32, 0.15], [0.71, -0.07, 0.14], [0.13, 0.08, 0.02], [-0.27, -0.02, 0.00], [-0.24, -0.28, 0.45]]}

=====

Record 2
{"formula": "C3H8S", "method": "ωB97M-V/def2-TZVPD", "gap_ha": 0.3506, "smiles": "CCCS", "elements": ["S", "C", "C", "C", "H", "H", "H", "H", "H", "H", "H", "H"], "coordinates": [[1.32296, 0.80572, -1.99190], [-0.58159, -0.19570, -0.20477], [0.96886, -0.30961, -0.37624], [-1.08927, -0.32675, 1.35926], [-0.48828, -1.07888, 2.04525], [-1.04094, -0.89517, -1.04416], [-0.94922, 0.75244, 1.77047], [-2.11065, -0.44900, 1.44284], [1.39419, 0.11551, 0.51238], [1.96690, 2.04500, -2.11101], [1.35121, -1.25337, -0.78712], [-0.74417, 0.78980, -0.61501]], "atomic_forces_ev_per_a": [[-0.09, -0.51, -0.85], [-0.05, -1.93, -0.52], [-0.91, 1.70, -1.14], [3.93, 1.58, -0.58], [-1.25, 1.48, -1.67], [0.47, 1.06, 2.20], [0.17, -1.87, -0.40], [-2.12, -0.82, -0.04], [0.91, -0.22, 0.20], [-0.31, -1.13, 1.54], [0.02, 0.36, 0.75], [-0.76, 0.32, 0.50]]}

=====

Record 3
{"formula": "C2H10NS", "method": "ωB97M-V/def2-TZVPD", "charge": 1, "gap_ha": 0.3592, "elements": ["S", "N", "C", "C", "H", "H", "H", "H", "H", "H", "H", "H", "H", "H"], "coordinates": [[-0.03656, -0.29034, -0.85941], [0.75638, -1.01152, 2.93020], [-1.05920, 0.53815, -2.05504], [0.42847, 1.00981, 0.25254], [-1.13126, -0.92087, -0.28545], [0.37431, -0.16382, 3.33302], [0.21895, -1.76858, 3.32608], [1.74768, -1.06217, 3.10233], [1.07817, 1.73448, -0.23124], [-2.10460, 0.84882, -1.81839], [-0.85423, 1.50410, -2.49365], [1.03212, 0.75413, 1.12915], [-0.46530, 1.48757, 0.65950], [-1.21252, -0.24212, -2.82729]], "atomic_forces_ev_per_a": [[-0.49, 0.00, 0.15], [-0.74, 0.58, -0.70], [-2.57, -0.14, -1.54], [-0.10, 1.05, 1.60], [1.04, 0.49, 0.20], [0.27, -0.02, 0.16], [0.46, -0.27, 0.13], [-0.04, -0.29, 0.38], [-0.33, -0.03, -0.80], [0.56, -0.99, 1.17], [1.81, -0.05, -0.14], [-0.30, -1.09, -0.37], [0.07, 0.11, -0.33], [0.36, 0.65, 0.08]]}

=====

Record 4
{"formula": "C22H40Cl2CrN5O3", "method": "ωB97M-V/def2-TZVPD", "multiplicity": 5, "charge": -1, "gap_ha": [0.1300, 0.2189], "elements": ["Cr", "Cl", "Cl", "O", "O", "O", "N", "N", "N", "N", "N", "C", "C", "C", "C", "C", "C", "C", "C", "C", "C", "C", "C", "C", "C", "C", "C", "C", "C", "C", "C", "C", "C", "H", "H", "H", "H", "H", "H", "H", "H", "H", "H", "H", "H", "H", "H", "H", "H", "H", "H", "H", "H", "H", "H", "H", "H", "H", "H", "H", "H", "H", "H", "H", "H", "H", "H", "H", "H", "H", "H", "H", "H"], "coordinates": [[-0.07761, 1.05897, -0.51906], [-1.03337, 3.12276, -0.05032], [0.71372, -0.90200, -1.48732], [-1.14278, 0.19172, 1.06428], [0.42737, -2.61861, 1.45023], [0.61577, 1.92400, -2.06770], [1.59146, 0.97380, 0.67335], [0.97862, 1.15665, 2.94493], [0.37267, -4.42652, 0.01749], [-2.75473, 0.20413, 2.68003], [2.80190, -0.14599, 2.34714], [1.02550, 2.06993, -5.61637], [0.42197, 2.48930, 2.88883], [-3.75834, -1.34161, -1.53627], [1.82046, 2.74124, -6.54418], [-2.38205, -0.74202, -1.36313], [1.60159, 3.72789, -3.92869], [-3.83350, 0.92167, 3.34078], [-2.42541, -1.12571, 3.19004], [3.48115, 0.06286, 3.62066], [-0.79639, -5.02815, 0.62815], [-2.65341, 1.36986, -2.67643], [0.68140, 0.36791, 4.12779], [3.51795, -0.97621, 1.39825], [0.85870, -3.24869, 0.48313], [-2.14345, 0.72390, 1.60907], [-1.93724, 0.42662, -1.81426], [1.77457, 0.66988, 1.95061], [2.39355, 4.39983, -4.85407], [0.95442, 2.52863, -4.29407], [1.18948, -5.29888, -0.81011], [0.32768, 1.69131, -3.26848], [2.51961, 3.90088, -6.15898], [3.14866, 4.42249, -6.88717], [-2.29474, 2.39431, -2.52282], [0.15401, 2.73651, 1.85246], [-4.46522, -0.97017, -0.77713], [-2.48609, 1.10003, -3.73425], [1.48395, 4.08931, -2.90618], [-4.01316, 1.86218, 2.80850], [-4.18791, -1.10994, -2.52086], [3.12424, -0.64059, 4.38637], [-0.51265, -5.82235, 1.33385], [4.22164, -1.58364, 1.97466], [-0.40183, 0.35970, 4.30154], [1.14678, 3.23636, 3.25156], [0.57468, -5.76873, -1.58659], [-1.62949, -1.58042, 2.59427], [1.69415, -2.88082, -0.14497], [-2.56292, 1.66021, 1.20359], [-1.69977, -1.39323, -0.81000], [-4.75229, 0.32056, 3.34373], [-1.41090, -5.49089, -0.15263], [0.45475, 1.17775, -5.87602], [1.16376, 0.79762, 5.01805], [4.08442, -0.38143, 0.66506], [1.64400, -6.10449, -0.21334], [1.98328, -4.70834, -1.27760], [-0.25101, 0.80190, -3.54739], [4.54953, -0.12577, 3.46840], [-2.10869, -1.04720, 4.23921], [3.34031, 1.09635, 3.96166], [-3.74588, 1.34123, -2.49383], [-3.68982, -2.43191, -1.43065], [-0.47814, 2.53963, 3.51020], [-1.36293, -4.25078, 1.14547], [1.02217, -0.66275, 3.97966], [2.91986, 5.30798, -4.55390], [2.81899, -1.63856, 0.87759], [2.39451, 0.71763, 0.10330], [-3.57032, 1.14585, 4.38411], [1.89417, 2.37070, -7.56371], [-3.32540, -1.75563, 3.17050]], "atomic_forces_ev_per_a": [[-2.64, -1.10, -2.23], [-0.38, 0.59, 0.19], [0.82, -0.70, 0.07], [-1.40, 0.78, 1.44], [0.29, -0.85, -0.82], [0.72, 0.77, 1.93], [0.92, 0.12, 2.21], [0.01, -0.44, 0.43], [-0.18, -0.39, 0.20], [-0.17, -0.32, 0.17], [0.28, -0.09, 0.51], [0.34, 0.39, -1.07], [0.08, 0.25, -0.54], [-0.09, -0.03, -0.40], [-0.50, -0.16, 0.58], [-0.27, -0.15, -0.17], [0.63, 0.60, -0.08], [0.07, -0.05, -0.18], [-0.08, 0.19, 0.16], [-0.04, 0.03, -0.16], [0.10, -0.03, -0.07], [-0.85, 0.38, -0.51], [0.14, 0.06, -0.16], [-0.24, -0.11, -0.14], [0.04, 0.69, 0.53], [1.52, -0.64, -1.20], [1.55, -0.12, 2.23], [0.11, 0.30, -1.85], [-0.38, -0.39, 0.18], [-1.18, -1.49, 1.64], [-0.13, 0.29, 0.03], [0.91, 0.72, -3.24], [0.28, 0.24, -0.35], [-0.19, -0.17, 0.24], [-0.14, -0.15, -0.14], [0.04, 0.07, 0.49], [0.07, -0.10, -0.08], [-0.13, 0.23, 0.23], [0.09, -0.13, -0.28], [0.00, -0.21, 0.15], [-0.02, -0.10, 0.18], [0.15, 0.23, 0.00], [-0.05, 0.16, 0.04], [-0.11, 0.00, -0.23], [0.17, 0.03, -0.08], [-0.17, -0.10, 0.06], [0.11, 0.17, 0.04], [-0.09, 0.18, 0.02], [-0.21, -0.16, 0.32], [0.19, -0.21, 0.25], [-0.20, 0.30, 0.10], [0.13, 0.12, -0.05], [0.01, 0.15, 0.09], [0.26, 0.10, -0.08], [-0.07, -0.16, 0.00], [-0.05, -0.16, 0.08], [-0.04, 0.14, -0.04], [-0.16, -0.13, 0.01], [0.27, 0.24, -0.02], [-0.15, 0.21, 0.11], [0.02, -0.06, -0.18], [0.05, -0.30, 0.03], [0.18, 0.14, -0.16], [-0.21, 0.11, -0.07], [0.09, -0.05, -0.11], [0.10, -0.17, -0.07], [-0.21, 0.25, 0.05], [-0.13, -0.17, -0.14], [0.21, 0.32, 0.03], [-0.25, -0.05, 0.09], [0.00, -0.03, -0.19], [0.02, 0.05, 0.09], [0.16, 0.10, -0.11]]}

=====

Record 5
{"formula": "C21H24N4O4", "method": "ωB97M-V/def2-TZVPD", "gap_ha": 0.2970, "smiles": "O=C(c1ccccc1)N1CCN(c2ccc([N+](=O)[O-])c(N3CCOCC3)c2)CC1", "elements": ["O", "O", "O", "O", "N", "N", "N", "N", "C", "C", "C", "C", "C", "C", "C", "C", "C", "C", "C", "C", "C", "C", "C", "C", "C", "C", "C", "C", "C", "H", "H", "H", "H", "H", "H", "H", "H", "H", "H", "H", "H", "H", "H", "H", "H", "H", "H", "H", "H", "H", "H", "H", "H"], "coordinates": [[5.74200, -1.89942, 0.67320], [5.78777, -0.89657, -1.23006], [-4.54194, -1.95506, 1.43404], [4.64890, 2.95530, 1.15787], [-0.36277, -1.89807, -0.57615], [5.19148, -1.34034, -0.25974], [-2.64864, -0.91536, 0.78695], [3.32254, 1.14973, -0.60927], [-5.49375, 2.35287, 0.09032], [-1.12074, -2.77042, 0.29690], [-1.92645, -0.04931, -0.11416], [0.97774, -1.66608, -0.37024], [4.66266, 1.63932, -0.86594], [3.17628, -2.51527, 0.06870], [-4.79601, 0.05584, 0.20553], [5.38018, 1.97824, 0.44406], [-1.81840, -1.94033, 1.38477], [-5.72316, -0.26841, -0.77728], [-6.51543, 0.71808, -1.33718], [-6.40062, 2.02887, -0.90553], [-1.22965, -0.91405, -1.18006], [3.77042, -1.28474, -0.23853], [3.33977, 2.51502, 1.41257], [2.58522, 2.17042, 0.11561], [-4.00199, -1.03452, 0.85005], [1.82737, -2.72128, 0.01682], [1.56525, -0.42638, -0.59863], [-4.69107, 1.37189, 0.64459], [2.94310, -0.16751, -0.50658], [3.83586, -3.33235, 0.32046], [2.83961, 3.32925, 1.94011], [2.51503, 3.06450, -0.51251], [-7.02401, 2.79717, -1.33805], [5.23497, 0.92812, -1.45619], [3.35959, 1.62157, 2.05857], [-5.41343, 3.37210, 0.43833], [-0.47672, -3.50833, 0.76785], [-1.87590, -3.29207, -0.30021], [-2.60949, 0.65398, -0.58982], [1.44009, -3.70654, 0.21146], [1.58440, 1.83584, 0.37826], [-1.17614, 0.50871, 0.45916], [0.94165, 0.40581, -0.87750], [-0.67524, -0.29861, -1.88658], [-1.06384, -1.45988, 2.01822], [4.55485, 2.56536, -1.44329], [-7.22932, 0.46203, -2.10575], [-2.46310, -2.57351, 1.99616], [6.36154, 2.41007, 0.24818], [-5.81845, -1.29605, -1.09491], [5.50087, 1.07731, 1.06377], [-2.00133, -1.45705, -1.73848], [-3.99156, 1.62011, 1.43014]], "atomic_forces_ev_per_a": [[0.14, 0.02, 0.04], [0.12, -0.24, -0.02], [-0.26, -0.16, -0.02], [0.10, 0.14, 0.05], [-0.17, -0.12, -0.27], [0.82, 0.08, 0.06], [0.18, 0.01, 0.11], [0.05, 0.19, -0.31], [0.01, 0.08, 0.03], [-0.12, 0.01, 0.38], [0.15, 0.09, -0.51], [0.45, 0.04, 0.01], [0.52, 0.07, 0.08], [0.07, 0.14, -0.07], [-0.31, 0.12, 0.02], [0.01, -0.08, -0.36], [-0.03, -0.45, 0.13], [0.14, -0.05, 0.08], [-0.03, 0.01, -0.05], [-0.04, 0.04, -0.02], [-0.05, 0.40, 0.11], [-1.36, -0.22, 0.03], [-0.40, -0.02, -0.12], [0.03, 0.23, 0.49], [0.06, 0.06, 0.06], [-0.03, 0.00, 0.09], [-0.19, -0.09, 0.02], [-0.01, -0.14, -0.03], [0.27, -0.35, 0.00], [0.02, -0.04, 0.00], [-0.04, -0.08, 0.01], [-0.07, -0.02, 0.05], [-0.05, 0.06, -0.04], [-0.19, 0.29, 0.09], [-0.03, 0.07, -0.04], [0.00, 0.08, 0.03], [-0.04, -0.01, -0.05], [0.04, -0.03, 0.07], [0.13, -0.04, 0.06], [-0.03, -0.11, -0.01], [0.02, 0.03, -0.06], [-0.03, 0.04, -0.07], [-0.03, 0.06, 0.00], [-0.02, -0.03, -0.01], [-0.01, -0.04, -0.02], [0.03, -0.04, 0.06], [-0.05, -0.02, -0.06], [0.14, 0.08, -0.02], [0.00, -0.08, -0.01], [-0.03, -0.10, -0.01], [0.02, 0.03, -0.04], [0.03, 0.08, -0.01], [0.09, 0.03, 0.06]]}

=====

Record 6
{"formula": "C6H8N2S", "method": "ωB97M-V/def2-TZVPD", "multiplicity": 3, "gap_ha": [0.2381, 0.2625], "elements": ["S", "N", "N", "C", "C", "C", "C", "C", "C", "H", "H", "H", "H", "H", "H", "H", "H"], "coordinates": [[-0.52402, -1.63416, -0.85599], [-0.59747, -0.18553, -1.85122], [2.00850, 2.09778, 1.49878], [-1.87375, 1.29313, -0.45197], [0.61288, -0.98771, 0.35082], [0.61459, 0.37944, 0.33141], [-0.49234, 0.95505, -0.98243], [1.33212, 1.24019, 1.07524], [1.19549, -2.00918, 1.24471], [-2.09117, 2.23563, -0.80569], [0.43002, -2.30710, 2.05019], [0.08419, 1.81420, -1.40750], [1.63455, -2.75644, 0.78125], [-2.01482, 1.32154, 0.61900], [-2.57227, 0.56907, -0.88329], [0.19755, -0.38673, -2.43748], [2.05596, -1.63920, 1.72418]], "atomic_forces_ev_per_a": [[0.32, 1.25, 0.83], [0.24, -1.42, 0.22], [0.43, 0.45, 0.68], [0.31, -1.56, 0.32], [-1.09, -5.60, -1.90], [-2.19, 4.82, -1.93], [2.89, -0.69, 2.45], [-0.25, 0.25, -0.66], [-2.99, 3.38, 3.03], [-0.87, 2.14, -0.81], [1.22, -0.02, -0.97], [-0.74, -0.81, 0.03], [1.12, -4.25, -2.62], [0.35, -0.17, 0.29], [0.02, 0.19, 0.17], [0.35, 0.89, -0.35], [0.88, 1.15, 1.22]]}

=====

Strongest force on any atom (eV/A)
1.9, 4.3, 3.0, 3.6, 1.4, 6.0
Relative energy (zero: lowest compared OMol25 entry of this formula, charge and spin) (kJ/mol)
93.7, 194.7, 150.9, 0.0, 564.7, 188.9